[1]
This record from OMol25 describes C23H44NP3SeY as an isolated structure at a distorted geometry. The level of theory is ωB97M-V/def2-TZVPD.

XYZ file:
```
73
Properties=species:S:1:pos:R:3:forces:R:3:mulliken_charge:R:1
Y 0.055 0.185 -0.399 0.47 1.49 -0.36 -0.3220
P -0.849 2.592 -1.529 -0.38 1.16 -0.78 1.1026
P 0.250 2.045 1.888 0.47 0.47 1.05 1.2777
P -2.662 0.332 0.941 -1.30 -1.26 0.31 0.9718
H -0.011 -6.547 -3.363 -0.15 -0.21 -0.65 0.4020
C -0.997 -6.335 -3.798 0.25 0.30 -0.69 -0.6163
C -1.204 -5.133 -4.380 0.00 -0.83 -0.12 -0.4689
H -0.349 -4.506 -4.691 -0.47 -0.08 0.80 0.2846
C 0.407 3.361 -2.643 0.08 -0.27 0.11 -1.3439
C -1.479 4.095 -0.676 -0.01 -0.20 0.16 -1.2932
C -2.205 2.153 -2.691 0.12 -0.07 0.03 -1.1281
C 0.829 1.246 3.451 -0.05 -0.14 -0.16 -1.4558
C 1.609 3.279 1.682 -0.08 -0.09 -0.14 -1.1221
C -1.059 3.114 2.628 -0.13 0.02 -0.22 -1.3742
C -3.649 -1.013 0.137 0.27 0.17 0.05 -1.1857
C -3.877 1.710 0.836 0.44 0.39 -0.16 -1.2939
C -2.890 -0.179 2.703 0.21 0.13 -0.07 -1.1173
H -1.663 -7.212 -3.831 -0.17 0.92 0.41 0.3044
H -2.190 -4.774 -4.692 0.37 -0.46 -0.22 0.2779
H 0.837 2.587 -3.305 -0.15 0.45 0.12 0.4001
H 1.213 3.803 -2.031 -0.34 -0.13 -0.34 0.3467
H -0.082 4.145 -3.247 0.30 -0.34 0.20 0.4816
H -0.695 4.514 -0.025 -0.34 -0.11 -0.27 0.3881
H -2.366 3.845 -0.075 0.33 0.19 -0.23 0.2210
H -1.753 4.847 -1.429 0.06 -0.23 0.17 0.5628
H -1.912 1.264 -3.272 -0.17 0.32 0.11 0.3653
H -2.382 3.001 -3.367 -0.04 -0.28 0.14 0.4371
H -3.130 1.920 -2.143 0.33 0.08 -0.24 0.2805
H 0.883 2.017 4.235 0.05 -0.34 -0.19 0.5116
H 1.823 0.801 3.307 -0.22 0.12 0.09 0.3576
H 0.129 0.459 3.765 0.17 0.22 0.04 0.3121
H 1.746 3.800 2.642 -0.02 -0.07 -0.32 0.4955
H 1.365 4.011 0.899 0.12 -0.18 0.26 0.3132
H 2.550 2.776 1.416 -0.27 0.14 0.06 0.2498
H -0.596 3.694 3.437 -0.12 -0.13 -0.17 0.5499
H -1.877 2.518 3.055 0.30 0.20 -0.12 0.3453
H -1.475 3.814 1.894 0.11 -0.22 0.29 0.2926
H -4.561 -1.197 0.732 0.33 0.09 -0.36 0.4929
H -3.029 -1.920 0.093 -0.30 0.19 -0.05 0.2400
H -3.898 -0.711 -0.892 0.04 -0.21 0.35 0.3642
H -4.862 1.340 1.152 0.29 -0.03 -0.06 0.5109
H -3.949 2.079 -0.196 -0.08 -0.08 0.34 0.3088
H -3.578 2.536 1.493 -0.15 -0.17 -0.19 0.3576
H -3.965 -0.352 2.867 0.40 0.05 0.03 0.4874
H -2.538 0.594 3.401 -0.10 -0.34 -0.15 0.3082
H -2.328 -1.109 2.883 -0.30 0.29 0.08 0.2601
C -0.074 -3.426 0.729 0.50 2.78 1.06 0.7769
C 0.188 -3.603 -0.641 -0.40 -0.48 -1.62 -0.5111
C -0.208 -4.782 -1.237 0.83 1.38 -0.36 -0.2773
C -0.776 -5.811 -0.480 0.00 -0.10 0.10 0.1287
C -0.896 -5.689 0.922 0.24 0.61 1.08 -0.8735
C -0.553 -4.486 1.521 -0.69 -1.85 0.50 -0.4015
Se 0.125 -1.781 1.575 -0.40 -2.35 0.21 0.1770
H -1.088 -1.092 -1.373 0.04 -0.19 -0.20 -0.0003
H 0.606 -2.796 -1.244 -0.06 -0.36 0.22 0.5124
H -0.088 -4.877 -2.315 -0.06 -0.09 0.52 -0.0711
H -1.098 -6.702 -1.015 0.00 -0.01 0.26 0.4367
H -1.217 -6.513 1.563 -0.10 0.20 -0.42 0.4246
H -0.660 -4.314 2.589 -0.03 -0.27 -0.13 0.4826
C 6.683 1.257 0.226 0.16 0.15 -0.10 -1.3681
C 5.220 1.004 0.100 0.19 0.04 0.01 0.9271
C 4.569 0.158 0.997 -0.87 -0.38 0.10 -0.8549
C 3.213 -0.097 0.822 0.12 0.28 -0.33 -0.2808
N 2.478 0.454 -0.183 0.54 -0.30 -0.11 -0.0198
C 3.129 1.268 -1.058 -0.23 -0.30 0.55 -0.3559
C 4.477 1.577 -0.932 -0.75 0.06 -0.32 -0.7174
H 6.902 1.750 1.188 0.02 -0.17 -0.36 0.3435
H 7.217 0.294 0.201 -0.05 0.39 0.02 0.3766
H 7.014 1.891 -0.606 0.15 -0.21 0.39 0.3670
H 5.111 -0.318 1.817 -0.16 0.15 -0.27 0.4799
H 2.664 -0.780 1.481 0.39 0.29 -0.09 0.3990
H 2.501 1.660 -1.865 0.44 0.05 0.18 0.3384
H 4.925 2.264 -1.649 0.01 -0.25 0.17 0.4210
```
Positions in Å, forces in eV/Å.

The HOMO-LUMO gap (spin up / spin down) comes out at 3.4 / 3.4 eV. The calculation puts the energy above the lowest of the compared OMol25 structures with the same formula, charge and spin at 0.000 eV. The total energy is -120283.3306 eV. Its LUMO energy (spin up / spin down) is -13.0212 / -13.0000 eV. As for the molar mass: 595.400 Da. The charge is +3. The value obtained for the highest occupied orbital energy (spin up / spin down) is -16.39 / -16.41 eV.

---

[2]
This record from OMol25 describes a 2-piece molecular cluster, C33H35BClNO2S overall at a distorted geometry. The level of theory is ωB97M-V/def2-TZVPD.

XYZ file:
```
74
Properties=species:S:1:pos:R:3:forces:R:3:mulliken_charge:R:1
C 0.183 -6.829 2.646 -0.13 -0.54 -0.11 -1.2456
C 0.227 -5.456 2.105 0.91 0.78 -1.15 0.6114
C 1.322 -4.785 1.594 -0.47 -0.31 0.25 -0.5759
C 1.051 -3.419 1.231 -0.83 -0.84 0.23 -1.4175
C -0.262 -3.071 1.457 0.67 -0.11 -0.23 0.6901
B -1.081 -1.640 1.605 -0.45 -2.33 -2.07 0.9861
C -1.860 -1.474 0.143 0.76 0.10 1.80 0.4917
C -1.158 -1.247 -1.026 -1.00 0.00 -0.88 -0.4509
C -1.851 -1.263 -2.243 -0.01 -0.02 0.05 -1.2023
C -3.242 -1.396 -2.260 0.70 -0.38 1.05 0.2105
Cl -4.105 -1.292 -3.747 -0.29 0.00 -0.68 -0.2483
C -3.933 -1.672 -1.083 0.41 -0.09 0.15 -0.8674
C -3.217 -1.749 0.115 -0.67 0.11 -1.00 -0.2127
O -2.064 -2.001 2.606 -0.58 1.06 0.37 -0.4562
C -1.711 -1.375 3.819 -0.23 0.05 -0.98 1.5948
C -3.069 -1.090 4.456 0.16 0.23 0.44 -1.8145
C -0.874 -2.341 4.652 0.12 0.22 0.50 -2.1051
C -0.834 -0.114 3.299 0.12 -0.39 -0.08 1.9331
C -1.674 1.121 2.996 -0.17 0.20 0.26 -2.0425
C 0.348 0.242 4.191 0.06 0.05 0.30 -1.8545
O -0.282 -0.556 2.053 0.15 0.46 0.88 -0.7738
S -1.173 -4.485 1.954 0.60 0.65 0.50 -0.2965
H 1.148 -7.311 2.478 -0.01 -0.09 0.13 0.3385
H -0.044 -6.844 3.721 0.05 -0.05 -0.24 0.2390
H -0.579 -7.413 2.118 0.06 -0.10 0.22 0.2878
H 2.272 -5.288 1.461 0.15 0.10 0.20 0.3355
H 1.795 -2.755 0.810 0.01 0.14 0.24 0.4289
H -0.084 -1.071 -0.999 -0.05 -0.16 -0.03 0.6853
H -1.327 -1.174 -3.185 -0.05 0.03 -0.04 0.6626
H -4.990 -1.889 -1.100 -0.15 0.11 -0.12 0.4157
H -3.739 -2.047 1.021 0.19 0.21 -0.05 0.3243
H -2.973 -0.509 5.375 -0.11 0.10 0.10 0.3477
H -3.728 -0.572 3.748 0.25 -0.07 0.23 0.3082
H -3.552 -2.045 4.704 0.22 0.19 -0.07 0.4381
H -0.727 -1.903 5.647 0.20 -0.12 0.00 0.3942
H -1.366 -3.311 4.790 -0.07 0.30 -0.23 0.3892
H 0.099 -2.511 4.177 -0.22 -0.08 0.11 0.3134
H -1.723 1.759 3.879 -0.22 0.12 0.10 0.4584
H -1.210 1.702 2.190 0.01 -0.20 0.14 0.2788
H -2.692 0.862 2.702 0.13 0.03 -0.15 0.3517
H 0.016 0.785 5.082 0.04 -0.02 0.00 0.3899
H 0.894 -0.648 4.525 -0.08 0.29 -0.22 0.3659
H 1.043 0.879 3.630 -0.17 -0.05 0.08 0.3753
C 5.790 3.656 -2.039 0.55 -0.09 -0.08 -0.8658
N 4.424 3.165 -2.161 -0.22 -1.84 -1.46 0.2444
C 4.029 2.112 -2.919 0.91 0.43 1.49 -0.7707
C 2.610 2.013 -2.920 -1.46 -0.43 -0.03 0.9328
C 1.810 1.023 -3.493 2.21 1.43 -0.76 -1.0587
C 0.473 1.297 -4.000 -2.60 0.02 0.12 1.0149
C -0.637 1.287 -3.124 0.66 0.23 0.01 -0.6874
C -1.945 1.460 -3.578 0.00 -0.06 -0.39 -1.0636
C -2.196 1.610 -4.944 0.48 0.26 0.26 -0.6062
C -1.110 1.747 -5.818 0.01 -0.27 0.10 -0.6878
C 0.195 1.570 -5.368 0.85 -0.19 0.53 -0.5263
C 2.149 3.179 -2.144 0.67 0.59 0.14 1.2912
C 0.914 3.746 -1.888 -0.28 0.45 0.14 -0.1049
C 0.845 4.830 -1.000 0.36 -0.05 -0.31 -0.9454
C 1.991 5.318 -0.341 0.10 -0.39 -0.07 -0.6349
C 3.263 4.803 -0.642 -0.38 -0.15 -0.09 -0.9115
C 3.306 3.780 -1.589 -0.99 0.27 0.02 -0.2738
H 5.885 4.214 -1.105 0.02 -0.18 -0.23 0.2943
H 6.468 2.798 -2.024 -0.10 0.17 0.11 0.3532
H 6.094 4.302 -2.883 -0.47 -0.21 0.36 0.3043
H 4.741 1.447 -3.414 -0.18 0.42 0.18 0.4521
H 2.306 0.082 -3.770 -0.18 0.33 -0.09 0.4902
H -0.437 1.135 -2.061 -0.30 -0.07 -0.29 1.1506
H -2.777 1.424 -2.876 0.32 -0.10 -0.14 0.5705
H -3.218 1.634 -5.322 0.28 0.13 0.15 0.4585
H -1.281 1.962 -6.874 0.07 -0.12 0.29 0.3862
H 1.043 1.672 -6.051 -0.37 -0.10 0.04 0.4396
H 0.044 3.376 -2.432 0.17 0.30 0.48 0.5700
H -0.111 5.334 -0.864 0.21 -0.23 0.18 0.4416
H 1.888 6.086 0.431 0.06 -0.23 -0.42 0.3914
H 4.168 5.136 -0.126 -0.42 0.08 -0.25 0.2685
```
Positions in Å, forces in eV/Å.

The HOMO-LUMO gap comes out at 2.7 eV. The calculation puts the energy above the lowest of the compared OMol25 structures with the same formula, charge and spin at 0.066 eV. The total energy is -64406.4556 eV. Its LUMO energy is -3.3534 eV. As for the molar mass: 555.980 Da. The charge is 0. The value obtained for the highest occupied orbital energy is -6.05 eV.

---

[3]
This record from OMol25 describes a 2-piece molecular cluster, C3H10NS overall at a distorted geometry. The level of theory is ωB97M-V/def2-TZVPD.

XYZ file:
```
15
Properties=species:S:1:pos:R:3:forces:R:3:nbo_charge:R:1
C 1.481 -0.621 0.383 -1.72 -2.37 -3.71 -0.4090
C 0.280 1.467 -0.059 -4.35 -2.68 0.69 -0.3577
C -0.930 -0.594 -0.286 -0.53 -2.33 -4.86 -0.3744
N 0.131 0.031 0.467 3.00 2.31 -0.41 -0.3954
S -2.612 -0.022 0.174 0.88 -0.38 -0.19 0.0383
H 1.904 -0.934 -0.641 -1.37 1.05 1.06 0.2544
H 2.179 -0.064 0.830 2.41 2.37 1.88 0.2265
H 1.354 -1.521 0.871 0.06 -1.99 1.28 0.2263
H 0.518 1.332 -1.052 -0.22 0.26 -2.39 0.2269
H -0.701 1.824 0.270 0.33 1.02 -1.11 0.2289
H 1.023 1.936 0.384 3.45 2.11 2.54 0.2137
H -0.773 -1.705 -0.408 -0.48 1.17 1.17 0.2602
H -0.648 -0.458 -1.804 -0.61 0.36 4.37 0.2225
H 0.061 0.233 1.483 -1.12 -1.01 -0.50 0.4558
H -3.268 -0.903 -0.613 0.28 0.12 0.17 0.1830
```
Positions in Å, forces in eV/Å.

The HOMO-LUMO gap comes out at 10.1 eV. The calculation puts the energy above the lowest of the compared OMol25 structures with the same formula, charge and spin at 3.697 eV. The total energy is -15588.4046 eV. Its LUMO energy is -3.4920 eV. As for the molar mass: 92.187 Da. The charge is +1. The value obtained for the highest occupied orbital energy is -13.63 eV.

---

Question: charge of number 2 (C33H35BClNO2S)?
Answer: 0